(1)
A structure of composition C41H50ClGeN4OTl, computed with ωB97M-V with the def2-TZVPD basis set.

ORCA input file:
```
! RIJCOSX wB97M-V def2-TZVPD def2/J DEFGRID3
* xyz 0 1
Tl 0.418 -0.772 0.121
Cl -5.602 -0.890 4.262
C -4.069 -1.231 3.516
C -3.818 -2.516 3.011
C -2.606 -2.800 2.445
C -1.586 -1.820 2.282
O -0.467 -2.152 1.741
C -1.874 -0.516 2.814
C -0.859 0.490 2.863
N 0.160 0.515 2.084
C 1.289 1.297 2.376
C 1.283 2.658 2.547
C 2.454 3.344 2.919
C 3.603 2.668 3.210
C 3.654 1.265 3.058
C 4.771 0.475 3.416
C 4.722 -0.878 3.251
C 3.582 -1.447 2.650
N 2.535 -0.749 2.297
C 2.520 0.582 2.554
C -3.109 -0.264 3.442
H -4.584 -3.277 3.074
H -2.405 -3.791 2.062
H -0.915 1.221 3.678
H 0.371 3.209 2.370
H 2.418 4.421 3.014
H 4.479 3.193 3.570
H 5.639 0.954 3.852
H 5.553 -1.508 3.535
H 3.536 -2.513 2.450
H -3.305 0.720 3.853
C 0.939 2.352 -3.692
C -0.373 1.952 -3.013
C -1.505 1.894 -4.050
C -0.771 2.881 -1.883
C -0.658 4.255 -2.040
C -1.122 5.126 -1.069
C -1.770 4.619 0.042
C -1.929 3.249 0.227
C -2.811 2.738 1.349
C -2.698 3.519 2.661
C -4.281 2.783 0.900
C -1.362 2.368 -0.712
N -1.369 0.959 -0.529
C -2.434 0.291 -0.826
C -2.468 -1.117 -0.906
C -3.560 -1.957 -1.151
C -3.049 -3.242 -1.244
C -1.658 -3.152 -1.061
N -1.312 -1.870 -0.864
C -0.682 -4.304 -1.165
C -1.045 -5.390 -0.145
C -0.776 -4.874 -2.589
C 0.753 -3.852 -0.902
H 1.250 1.567 -4.385
H 1.734 2.509 -2.962
H 0.817 3.272 -4.265
H -0.270 0.948 -2.601
H -1.556 2.826 -4.616
H -2.470 1.737 -3.567
H -1.330 1.073 -4.747
H -0.210 4.654 -2.941
H -1.009 6.195 -1.199
H -2.183 5.304 0.772
H -2.551 1.698 1.536
H -3.125 4.518 2.567
H -1.666 3.628 2.991
H -3.253 3.002 3.446
H -4.561 3.803 0.631
H -4.924 2.449 1.718
H -4.463 2.141 0.040
H -3.354 0.816 -1.094
H -4.590 -1.648 -1.243
H -3.606 -4.146 -1.434
H -2.085 -5.700 -0.247
H -0.891 -5.012 0.867
H -0.409 -6.266 -0.291
H -1.741 -5.355 -2.753
H 0.011 -5.614 -2.755
H -0.663 -4.078 -3.327
H 0.832 -3.414 0.096
H 1.071 -3.131 -1.656
H 1.423 -4.713 -0.939
C 3.404 -2.499 -2.896
Ge 3.685 -0.809 -1.926
C 4.285 0.569 -3.214
C 5.133 -1.125 -0.632
C 2.051 0.000 -1.167
H 4.290 -2.720 -3.493
H 2.548 -2.441 -3.569
H 3.247 -3.327 -2.206
H 5.288 0.346 -3.578
H 4.301 1.555 -2.748
H 3.611 0.613 -4.070
H 6.050 -1.363 -1.173
H 4.895 -1.967 0.014
H 5.316 -0.249 -0.011
H 1.477 0.347 -2.024
H 2.345 0.889 -0.602
*
```

## Properties
Kohn-Sham gap ... 7.017 eV

---

(2)
A cluster of 16 separate species, C30H48Cl30FNO2 in total, computed with ωB97M-V with the def2-TZVPD basis set.

ORCA input file:
```
! RIJCOSX wB97M-V def2-TZVPD def2/J DEFGRID3
* xyz 0 1
O 1.523 -4.402 2.054
C 1.731 -4.173 0.906
F 2.854 -4.606 0.341
C 0.746 -3.472 0.019
C 1.342 -2.469 -0.997
C 2.406 -1.641 -0.216
O 3.555 -1.919 -0.027
N 1.826 -0.419 0.258
C 0.446 -0.318 -0.292
C 0.487 -1.306 -1.477
C -0.795 -1.501 -2.334
C -1.299 -2.927 -2.549
C -2.300 -3.500 -1.520
C -3.350 -2.539 -1.021
C -3.106 -1.588 -0.037
C -4.100 -0.732 0.419
C -5.395 -0.827 -0.080
C -5.654 -1.777 -1.063
C -4.650 -2.615 -1.530
H 0.260 -4.266 -0.551
H 0.020 -2.984 0.661
H 1.950 -2.993 -1.728
H 2.362 0.266 -0.281
H 0.230 0.646 -0.726
H -0.221 -0.663 0.494
H 1.180 -0.795 -2.159
H -1.570 -0.842 -1.944
H -0.547 -1.112 -3.321
H -0.472 -3.625 -2.678
H -1.821 -2.932 -3.507
H -1.822 -3.960 -0.655
H -2.835 -4.307 -2.020
H -2.112 -1.511 0.381
H -3.851 0.007 1.170
H -6.168 -0.173 0.301
H -6.668 -1.861 -1.437
H -4.909 -3.352 -2.281
C 2.216 2.749 1.426
Cl 0.477 2.708 1.118
Cl 2.616 3.690 2.874
H 2.562 1.730 1.569
H 2.711 3.198 0.568
C 5.683 3.730 -0.407
Cl 4.155 3.296 -1.190
Cl 6.396 5.170 -1.141
H 5.495 3.931 0.643
H 6.373 2.903 -0.516
C 9.547 6.314 -2.526
Cl 10.109 6.905 -4.094
Cl 10.671 5.142 -1.825
H 9.463 7.157 -1.850
H 8.586 5.835 -2.661
C -8.498 1.866 2.016
Cl -8.344 0.651 0.740
Cl -7.688 1.359 3.509
H -8.042 2.788 1.674
H -9.548 2.017 2.222
C 12.572 8.499 -1.745
Cl 11.118 9.358 -1.212
Cl 13.979 9.564 -1.808
H 12.773 7.697 -1.044
H 12.391 8.100 -2.736
C 3.318 4.190 -4.866
Cl 2.683 2.718 -4.118
Cl 2.289 4.760 -6.182
H 3.373 4.963 -4.108
H 4.300 3.977 -5.264
C 0.897 5.636 5.744
Cl -0.149 6.959 5.216
Cl 0.186 4.731 7.086
H 1.047 4.960 4.911
H 1.843 6.052 6.070
C -12.074 3.439 4.113
Cl -11.821 4.115 2.498
Cl -10.792 2.306 4.557
H -12.083 4.250 4.830
H -13.021 2.912 4.122
C 3.708 -7.421 2.050
Cl 4.352 -8.048 3.571
Cl 3.351 -8.714 0.891
H 2.791 -6.883 2.262
H 4.439 -6.756 1.611
C -3.345 -2.515 4.342
Cl -2.290 -2.363 2.931
Cl -4.918 -1.760 4.061
H -3.497 -3.568 4.544
H -2.868 -2.030 5.186
C -9.137 -2.305 3.634
Cl -8.111 -2.116 2.217
Cl -10.750 -1.618 3.378
H -9.242 -3.362 3.850
H -8.672 -1.789 4.468
C 3.800 -4.077 4.471
Cl 3.365 -5.521 5.395
Cl 5.065 -4.383 3.273
H 2.913 -3.723 3.960
H 4.172 -3.327 5.158
C 2.572 -4.513 -4.473
Cl 2.075 -2.821 -4.335
Cl 1.612 -5.574 -3.432
H 2.443 -4.827 -5.502
H 3.612 -4.591 -4.179
C -8.178 -6.012 0.985
Cl -9.702 -5.342 1.590
Cl -6.892 -4.806 0.879
H -7.859 -6.797 1.660
H -8.355 -6.413 -0.005
C 5.273 5.911 -8.667
Cl 5.794 5.193 -7.137
Cl 5.127 4.704 -9.946
H 4.305 6.374 -8.513
H 6.007 6.649 -8.966
*
```

## Properties
Kohn-Sham gap ... 9.122 eV

---

(3)
A structure of composition C25H42AlCl3N4O3Si, computed with ωB97M-V with the def2-TZVPD basis set.

ORCA input file:
```
! RIJCOSX wB97M-V def2-TZVPD def2/J DEFGRID3
* xyz 0 1
C -3.650 4.016 1.205
C -3.073 3.538 -0.075
H -4.510 4.661 1.026
H -2.933 4.586 1.793
H -3.967 3.183 1.826
C -3.041 4.313 -1.168
C -3.435 5.749 -1.198
H -2.778 3.925 -2.151
H -2.942 6.366 -0.443
H -4.515 5.898 -1.087
H -3.176 6.166 -2.176
Al -1.854 -0.241 1.351
Cl -1.776 -2.112 2.479
Cl 0.548 0.481 1.824
C -0.832 -1.795 -0.719
O -1.031 -0.615 -0.244
N -0.335 -1.998 -1.926
C 0.488 -1.052 -2.703
C -0.752 -3.210 -2.631
H -1.137 -2.675 -0.133
H 1.221 -0.507 -2.090
H -0.141 -0.346 -3.271
H 1.027 -1.676 -3.434
H -0.920 -4.001 -1.888
H 0.057 -3.472 -3.318
H -1.678 -3.010 -3.200
H 0.201 4.177 0.323
H -0.293 4.943 -2.014
C 1.165 3.778 -0.027
C 0.667 4.503 -2.333
N 1.034 3.419 -1.425
H 1.430 2.893 0.556
C 1.539 2.245 -1.906
O 2.102 1.388 -1.219
H 0.557 4.103 -3.352
H 1.370 2.132 -2.999
H 1.930 4.562 0.090
H 1.429 5.302 -2.333
O -1.627 1.838 0.880
C -2.606 2.085 -0.058
C -1.628 1.918 -2.395
C -2.505 1.397 -1.455
H -0.956 2.707 -2.065
C -1.672 1.495 -3.731
H -3.536 1.625 0.351
C -3.342 0.334 -1.818
H -1.035 1.985 -4.474
C -2.527 0.440 -4.081
C -3.370 -0.139 -3.129
H -3.985 -0.109 -1.042
H -2.541 0.070 -5.103
H -4.051 -0.959 -3.409
Si 0.374 1.519 3.664
Cl -3.913 -0.037 1.519
C 1.771 2.812 3.731
C 0.677 -0.114 4.637
C -0.757 2.263 4.973
H 1.653 3.515 2.906
H 2.788 2.409 3.658
H 1.725 3.395 4.660
H -1.081 3.284 4.716
H -0.100 2.303 5.872
H -1.599 1.566 5.156
H -0.097 -0.814 4.284
H 0.537 0.058 5.711
H 1.658 -0.578 4.477
N 4.624 -4.607 1.849
C 3.534 -3.889 1.492
C 2.271 -4.228 2.032
C 1.158 -3.474 1.650
N 1.242 -2.452 0.805
C 2.426 -2.070 0.343
C 3.595 -2.784 0.601
H 4.547 -5.361 2.514
H 5.554 -4.396 1.507
H 2.171 -5.061 2.727
H 0.173 -3.691 2.057
H 2.455 -1.158 -0.253
H 4.541 -2.494 0.137
*
```

## Properties
Kohn-Sham gap ... 8.213 eV